[1]
39
Properties=species:S:1:pos:R:3:lowdin_charge:R:1 method="wB97M-V/def2-TZVPD" charge=-1 e_lumo_ev=2.61 spin_multiplicity=1 orbital_gap_ev=7.0
C -1.43990 3.26798 1.43082 -0.141
C -0.53390 2.53321 2.43265 -0.311
C 0.97124 2.83719 2.20771 -0.427
P 1.95597 1.47504 1.41369 0.905
C 1.97098 0.06773 2.73502 -0.914
O 0.96346 -0.05598 3.44027 -0.091
O 3.04416 -0.55635 2.72612 -0.122
P 0.83144 0.65824 -0.25597 0.314
N 1.75931 -0.27146 -1.09571 -0.207
O -0.52542 -0.08706 0.18297 -0.217
O 0.30406 1.88102 -1.18360 -0.211
H -2.42340 3.37958 1.87244 0.042
H -1.52054 2.69250 0.51315 0.037
H -1.03850 4.24320 1.15128 0.058
H -0.84542 2.75233 3.45058 0.094
H -0.66793 1.46716 2.28370 0.056
H 1.45114 3.03152 3.16419 0.062
H 1.05646 3.75007 1.61818 0.043
H 2.67952 -0.32957 -0.68123 -0.068
H -0.36398 -1.03647 0.19550 0.066
H 0.72531 2.68577 -0.85908 0.046
C 3.59121 -3.82496 -2.17848 -0.075
C 3.98334 -2.43162 -2.05367 -0.281
N 4.24980 -1.32255 -1.94831 0.136
H 2.98972 -3.97869 -3.07311 0.078
H 4.46551 -4.47119 -2.24020 0.074
H 3.00048 -4.13319 -1.31739 0.083
C -4.17128 -1.27049 0.83740 -0.069
C -4.11133 0.17165 1.00738 -0.267
N -4.03042 1.30750 1.13844 0.156
H -4.65177 -1.53043 -0.10444 0.080
H -3.16929 -1.69577 0.83635 0.076
H -4.73481 -1.73256 1.64606 0.079
C -0.82410 -1.11857 -3.12470 -0.085
C -1.29394 -2.46477 -3.40673 -0.295
N -1.66578 -3.52883 -3.62684 0.100
H 0.16634 -1.12932 -2.65658 0.040
H -0.75324 -0.53113 -4.03882 0.084
H -1.50178 -0.60004 -2.44732 0.072

---

[2]
22
Properties=species:S:1:pos:R:3:lowdin_charge:R:1 method="wB97M-V/def2-TZVPD" e_lumo_ev=0.70 spin_multiplicity=1 smiles="C=C/C=C(/C)CC.O" orbital_gap_ev=9.1
C 1.65333 2.87138 0.00522 -0.083
C 0.32445 2.52256 -0.70055 -0.227
C 0.11627 1.04531 -0.69226 -0.314
C -0.06906 0.28439 0.38608 -0.086
C -0.52195 0.80867 1.68883 -0.180
C -0.80914 0.00441 2.70211 -0.003
C 0.07410 0.40000 -2.06103 -0.062
H 2.37249 2.12807 -0.34759 0.078
H 1.51107 2.64745 1.06635 0.068
H 2.03457 3.85182 -0.21360 0.063
H -0.49817 3.08021 -0.23999 0.110
H 0.37403 2.91659 -1.70691 0.099
H -0.10142 -0.79273 0.33778 0.105
H -0.73390 1.86918 1.75352 0.097
H -1.27008 0.36497 3.61158 0.051
H -0.56983 -1.04022 2.64144 0.050
H -0.14821 -0.67136 -2.02771 0.074
H 1.02719 0.46375 -2.61328 0.083
H -0.67523 0.87912 -2.68534 0.078
H -0.39198 -6.62246 -1.65600 0.036
H -0.48195 -5.91193 -0.22761 0.031
O -0.92704 -6.48269 -0.86262 -0.067

---

[3]
9
Properties=species:S:1:pos:R:3:mulliken_spin:R:1 method="wB97M-V/def2-TZVPD" e_lumo_ev="1.00 / 0.95" spin_multiplicity=2 orbital_gap_ev="6.4 / 11.5"
C -0.41159 0.01170 -0.39141 0.751
N -1.42785 0.85057 -0.66076 0.223
H 0.54466 0.46720 -0.25492 0.020
H -0.50226 -1.04995 -0.57056 0.020
H -2.37657 0.51454 -0.79739 -0.015
H -1.38443 1.85014 -0.58765 -0.017
H 1.46836 -0.96365 1.79090 -0.009
H 2.50145 -0.73087 0.63298 0.002
O 1.58823 -0.94968 0.83879 0.025

---

Number 1: strongest force on any atom 0.0296 hartree/bohr. Number 2: strongest force on any atom 0.0307 hartree/bohr. Number 3: strongest force on any atom 0.0547 hartree/bohr.